DFT (ωB97M-V with the def2-TZVPD basis set) results for a molecular structure, C44H36FeO2P2Si in a non-equilibrium geometry.

The geometry in ORCA input format:
```
! RIJCOSX wB97M-V def2-TZVPD def2/J DEFGRID3
* xyz 1 6
Fe 3.796 -7.525 19.481
C 2.006 -5.356 21.763
Si 2.273 -5.817 19.965
C 0.516 -6.544 19.753
C -0.605 -5.748 19.710
C -1.867 -6.345 19.731
C -1.904 -7.719 19.783
C -0.795 -8.552 19.635
C 0.446 -7.945 19.577
P 1.958 -8.824 19.294
C 1.813 -9.657 17.725
C 2.667 -10.681 17.326
C 2.445 -11.326 16.096
C 1.406 -10.998 15.231
C 0.575 -9.938 15.665
C 0.825 -9.193 16.804
C 2.059 -10.055 20.613
C 2.003 -9.526 21.909
C 1.818 -10.402 22.992
C 1.957 -11.772 22.867
C 1.935 -12.306 21.576
C 1.895 -11.473 20.459
C 2.840 -4.186 19.161
C 2.373 -2.916 19.600
C 3.052 -1.763 19.206
C 4.118 -1.877 18.351
C 4.461 -3.120 17.821
C 3.834 -4.308 18.218
P 4.369 -6.067 17.957
C 3.809 -6.440 16.278
C 4.464 -7.463 15.628
C 4.156 -7.836 14.287
C 3.273 -7.080 13.556
C 2.630 -6.019 14.182
C 2.951 -5.673 15.497
C 6.166 -5.665 17.895
C 6.923 -5.488 16.720
C 8.244 -5.104 16.786
C 8.826 -4.832 18.020
C 8.096 -5.013 19.175
C 6.777 -5.392 19.124
H 1.147 -4.676 21.804
H 2.795 -4.820 22.291
H 1.770 -6.224 22.386
H -0.500 -4.662 19.751
H -2.756 -5.758 19.519
H -2.821 -8.236 20.019
H -0.806 -9.623 19.468
H 3.492 -11.025 17.891
H 3.186 -12.046 15.716
H 1.350 -11.445 14.254
H -0.269 -9.691 15.067
H 0.328 -8.241 16.997
H 2.053 -8.458 22.092
H 1.666 -10.023 24.039
H 1.861 -12.460 23.723
H 1.903 -13.363 21.401
H 1.873 -11.797 19.423
H 1.554 -2.852 20.313
H 2.813 -0.805 19.612
H 4.661 -1.024 18.006
H 5.329 -3.270 17.201
H 5.325 -7.910 16.143
H 4.594 -8.702 13.900
H 3.134 -7.269 12.510
H 1.944 -5.408 13.606
H 2.513 -4.780 15.927
H 6.499 -5.606 15.705
H 8.777 -4.999 15.873
H 9.846 -4.398 18.072
H 8.486 -4.725 20.099
H 6.262 -5.560 20.064
O 4.993 -9.232 19.106
C 5.327 -8.986 20.310
O 4.737 -8.086 21.020
C 6.495 -9.761 20.823
C 7.092 -10.786 20.052
C 8.057 -11.581 20.671
C 8.418 -11.370 21.975
C 7.999 -10.212 22.602
C 7.044 -9.427 22.045
H 6.720 -10.979 19.057
H 8.448 -12.398 20.072
H 9.098 -12.090 22.423
H 8.367 -10.017 23.620
H 6.649 -8.528 22.592
*
```

* energy above the lowest of the compared OMol25 structures with the same formula, charge and spin: 63.69 kJ/mol
* ⟨S²⟩: 8.77
* HOMO (alpha / beta): -9.137 / -11.591 eV
* largest force on an atom: 5.1 eV/A
* DFT total energy: -111142.9113 eV
* orbital gap (alpha / beta): 6.9 / 7.4 eV

Mulliken population analysis, charges in e, atoms 1 to 4: Fe -0.2432; C -1.6261; Si 2.1211; C 0.4010